DFT (ωB97M-V/def2-TZVPD) results for a cluster of 3 separate species, C3H6N2S2 in total at a distorted geometry.

maximum force: 0.0886 hartree/bohr
E_tot: -1023.711604 Eh
energy above the lowest of the compared OMol25 structures with the same formula, charge and spin: 2.485 eV
structure (SMILES): [H][H].CSC#N.N=C=S
highest occupied orbital energy: -9.347 eV
total charge: 0

Last column: Löwdin charge in e.
Cartesian coordinates (Å):
S -2.829 -1.412 -1.112  0.699
S 0.783 0.263 -1.357  0.805
N -3.071 0.414 0.959  0.088
N -0.517 1.406 0.915  0.100
C 0.064 0.879 0.065  -0.686
C 2.505 0.606 -0.684  -0.311
C -3.036 -0.424 0.055  -0.891
H 2.401 0.714 0.380  0.032
H 2.775 1.475 -1.338  0.051
H 3.071 -0.245 -0.943  0.009
H 0.461 -2.036 0.405  0.016
H -2.512 0.427 1.789  0.053
H -0.096 -2.066 0.867  0.036